Arrangement one

C4H5F3O in the gas phase, computed with wB97M-V/def2-TZVPD.

Results
Gap between HOMO and LUMO (eV): 9.21
Highest occupied orbital energy (eV): -8.6
E_LUMO (eV): 0.64

Positions of all 13 atoms, in Å:
C: 0.14 -0.57 0.99
C: -0.78 0.66 0.68
C: 0.52 0.66 -1.05
C: 0.86 -0.68 -0.45
O: -2.09 0.72 0.40
F: 1.49 1.57 -1.03
F: 2.13 -1.08 -0.33
F: 0.26 -1.85 -1.16
H: 0.95 -0.26 1.54
H: -0.40 -1.39 1.26
H: -0.54 1.55 1.28
H: -0.06 0.58 -1.93
H: -2.48 0.09 -0.21

Partial atomic charges computed with the natural (NBO) method, in multiples of e:
1 C -0.4989
2 C 0.1835
3 C 0.0775
4 C 0.6562
5 O -0.6801
6 F -0.3189
7 F -0.3202
8 F -0.3984
9 H 0.2315
10 H 0.2223
11 H 0.1813
12 H 0.1711
13 H 0.4931

---

Arrangement two

2 unconnected molecules or ions with the total composition C4H5F3O, computed with wB97M-V/def2-TZVPD.

Results
Gap between HOMO and LUMO (eV): 9.89
Highest occupied orbital energy (eV): -9.0
E_LUMO (eV): 0.92

Positions of all 13 atoms, in Å:
C: -0.89 0.91 1.18
C: -0.04 0.56 0.06
C: 1.30 0.66 -0.41
C: -0.51 -1.57 -0.59
O: -0.99 1.50 -0.07
F: -0.99 -1.71 -1.83
F: 0.72 -2.04 -0.63
F: -1.28 -2.14 0.43
H: -1.62 0.18 1.55
H: -0.45 1.68 1.96
H: 1.93 1.12 0.38
H: 1.07 1.14 -1.36
H: 1.76 -0.28 -0.68

Partial atomic charges computed with the natural (NBO) method, in multiples of e:
1 C -0.1358
2 C 0.3180
3 C -0.7118
4 C 0.8858
5 O -0.4602
6 F -0.3325
7 F -0.3375
8 F -0.3556
9 H 0.2092
10 H 0.1757
11 H 0.2369
12 H 0.2450
13 H 0.2629

---

Arrangement three

C4H5F3O in the gas phase, computed with wB97M-V/def2-TZVPD.

Results
Gap between HOMO and LUMO (eV): 11.20
Highest occupied orbital energy (eV): -10.5
E_LUMO (eV): 0.68
SMILES string: O[C@H]1CC(F)(F)[C@@H]1F

Positions of all 13 atoms, in Å:
O: 0.58 1.33 -0.67
C: 0.39 -0.07 -0.59
C: 0.18 -0.56 0.86
C: -1.33 -0.88 0.55
F: -1.74 -2.10 0.79
F: -2.17 -0.06 1.18
C: -1.15 -0.37 -0.98
F: -1.28 -1.34 -1.93
H: 1.48 1.45 -1.00
H: 1.18 -0.50 -1.28
H: 0.61 -1.60 1.10
H: 0.46 0.10 1.70
H: -1.78 0.54 -1.21

Partial atomic charges computed with the natural (NBO) method, in multiples of e:
1 O -0.7145
2 C 0.0595
3 C -0.5148
4 C 0.6691
5 F -0.3109
6 F -0.3336
7 C 0.1401
8 F -0.3379
9 H 0.4750
10 H 0.1920
11 H 0.2333
12 H 0.2488
13 H 0.1940

---

Computed relative energies in units of kJ/mol: arrangement one 204.5; arrangement two 265.8; arrangement three 0.0